# C24H71N3O13

A cluster of 10 separate species, C24H71N3O13 in total (ωB97M-V with the def2-TZVPD basis set, the Open Molecules 2025 dataset).

Energy, Eh: -2099.08109
HOMO energy, hartree: -0.3063
Structure (SMILES): COCCNCCOC.COCCNCCOC.COCCNCCOC.CO.CO.CO.CO.CO.CO.O
LUMO energy, eV: 0.043
Kohn-Sham gap, eV: 8.378

```
! wB97M-V def2-TZVPD RIJCOSX def2/J DEFGRID3
* xyz 0 1
C 13.75035 8.73894 9.62344
O 12.34183 8.53809 9.66076
C 11.61571 8.87130 8.44778
C 10.22366 8.27343 8.60520
N 9.56208 8.73926 9.84270
C 9.10463 10.13276 9.81740
C 8.58045 10.47946 11.19452
O 9.69157 10.38166 12.09332
C 9.42035 10.84162 13.37954
H 14.26397 7.85832 9.23770
H 14.03067 8.83233 10.67264
H 14.01072 9.69396 9.16712
H 12.13367 8.42202 7.60044
H 11.60003 9.95220 8.30808
H 10.32851 7.19046 8.67039
H 9.63373 8.49888 7.71680
H 10.29807 8.76876 10.53374
H 8.26202 10.39308 9.17682
H 9.85917 10.88348 9.58248
H 7.76210 9.85632 11.55518
H 8.11701 11.45896 11.07664
H 10.34368 10.76062 13.95312
H 8.70169 10.18642 13.87180
H 9.10693 11.88300 13.45308
C 17.03281 14.49890 13.26538
O 17.48908 15.25228 14.38036
C 18.79572 14.96538 14.81772
C 19.31591 15.92480 15.88974
N 18.65329 15.74850 17.20197
C 18.92123 16.84726 18.13674
C 20.37706 16.93598 18.69392
O 21.32186 17.42438 17.82159
C 22.57667 17.58000 18.44756
H 17.68335 14.56504 12.39332
H 16.02665 14.78884 12.96260
H 16.96222 13.45634 13.57552
H 19.51313 15.08056 14.00522
H 18.77942 13.96680 15.25436
H 19.13935 16.95668 15.58620
H 20.40244 15.84798 15.93026
H 17.66968 15.79206 16.97680
H 18.26817 16.63206 18.98250
H 18.60667 17.80936 17.73235
H 20.63151 15.90266 18.92970
H 20.36794 17.43756 19.66162
H 23.28630 18.05852 17.77261
H 22.98871 16.58740 18.62938
H 22.56192 18.22915 19.32304
C 12.36036 12.45446 9.39742
O 12.88276 13.45704 10.19572
C 13.29597 14.57802 9.41673
C 13.93749 15.61034 10.41630
N 14.53438 16.78410 9.62137
C 15.21628 17.69714 10.45635
C 15.74114 18.89900 9.65762
O 16.39805 19.71192 10.61720
C 16.80056 20.94443 10.04250
H 12.11338 11.60516 10.03443
H 12.98620 12.03780 8.60822
H 11.43470 12.71676 8.88512
H 12.42261 15.09782 9.02284
H 14.02484 14.30822 8.65250
H 14.77255 15.12334 10.91988
H 13.12707 15.89966 11.08534
H 15.21668 16.46051 8.95065
H 16.06046 17.12041 10.83430
H 14.55804 18.05852 11.24644
H 14.86376 19.41574 9.26866
H 16.34513 18.58341 8.80690
H 15.93374 21.54554 9.76791
H 17.32225 20.69252 9.11918
H 17.44485 21.57136 10.65888
C 20.13278 10.23406 10.71114
O 20.64212 11.13138 11.67694
H 20.72749 10.43434 9.81990
H 20.40059 9.19056 10.87692
H 19.06478 10.30508 10.50514
H 21.57771 10.96458 11.81276
C 17.70760 10.35414 13.53604
O 18.97631 10.83500 13.84712
H 17.02933 11.19252 13.37738
H 17.84592 9.86751 12.57056
H 17.24477 9.66314 14.24060
H 19.45529 11.11786 13.06472
C 17.10914 15.34956 8.22978
O 16.04760 15.73984 7.47786
H 17.82611 14.76564 7.65264
H 17.71773 16.09451 8.74240
H 16.84812 14.62726 9.00327
H 16.29566 15.81928 6.55388
C 16.43643 10.11596 7.36982
O 16.67752 9.80076 8.76764
H 17.25597 9.73716 6.75910
H 15.49010 9.70192 7.02176
H 16.27242 11.17008 7.14610
H 17.20124 9.00306 8.87248
C 13.10971 10.09017 13.11650
O 14.54942 10.05146 13.22698
H 12.65672 10.18437 14.10344
H 12.82795 10.96500 12.53054
H 12.77465 9.19928 12.58532
H 14.91402 10.51716 12.47080
C 15.84354 12.37320 10.89832
O 15.62996 10.99320 10.94448
H 15.68302 12.75826 9.89132
H 15.18915 12.88628 11.60304
H 16.90647 12.46026 11.12348
H 16.15267 10.63710 10.22228
O 19.34187 13.45690 10.42230
H 19.75592 12.59468 10.38540
H 19.90930 13.97122 10.99652
*
```

# C24H71O12

A cluster of 12 separate species, C24H71O12 in total (ωB97M-V with the def2-TZVPD basis set, the Open Molecules 2025 dataset).

Energy, Eh: -1859.61832
HOMO energy (spin up / spin down), hartree: -0.3520 / -0.3514
LUMO energy (spin up / spin down), eV: 0.360 / -3.916
Kohn-Sham gap (spin up / spin down), eV: 9.939 / 5.646
ΔE to the lowest compared entry with this formula, charge and spin, eV: 0.098
<S²>: 0.755

```
! wB97M-V def2-TZVPD RIJCOSX def2/J DEFGRID3
* xyz 0 2
C 1.91884 0.58772 -1.25869
C 0.40506 0.34907 -1.23765
C -0.33281 1.03679 -0.03175
O -0.27289 0.58139 -2.45634
H 2.12119 1.65877 -1.25573
H 2.48025 0.22819 -2.12105
H 2.37684 0.24944 -0.32922
H 0.48509 -0.72277 -1.05638
H -1.36744 0.69692 0.01428
H -0.31144 2.11520 -0.18887
H 0.14520 0.76104 0.90823
C 4.35462 0.05546 3.01972
C 5.53246 -0.66284 2.41337
C 6.34678 -1.38875 3.48265
O 5.16382 -1.67488 1.46395
H 4.59349 0.93891 3.61181
H 3.80495 -0.63875 3.65536
H 3.67265 0.35831 2.22518
H 6.16125 0.12478 1.99817
H 7.31116 -1.73493 3.11086
H 5.83248 -2.21908 3.96653
H 6.56369 -0.67367 4.27620
H 4.41433 -2.18246 1.78367
C -3.26698 3.99777 0.95850
C -3.54347 2.51061 1.00416
C -4.65711 2.20087 1.98662
O -4.11320 2.20952 -0.22067
H -4.08340 4.71941 0.98680
H -2.67502 4.19474 0.06470
H -2.61225 4.31221 1.77125
H -2.60425 1.97024 1.12230
H -5.47657 2.90096 1.82392
H -4.34979 2.34785 3.02201
H -5.01588 1.17961 1.85859
H -3.44778 2.41396 -0.88175
C -4.04527 -3.57266 3.01811
C -2.89845 -2.58567 2.67422
C -3.37615 -1.14575 2.60472
O -1.88146 -2.60722 3.63263
H -4.80086 -3.16330 3.68864
H -3.72217 -4.52521 3.43804
H -4.65663 -3.64847 2.11890
H -2.46742 -2.92060 1.73075
H -3.76256 -0.74044 3.53988
H -4.23427 -1.01328 1.94579
H -2.55540 -0.54079 2.21937
H -2.25223 -2.31694 4.46921
C 1.21665 -2.62141 1.81357
C 1.92484 -3.72673 0.93979
C 1.83032 -3.52302 -0.57362
O 3.28743 -3.79262 1.28629
H 0.15590 -2.68633 1.57129
H 1.67836 -1.70139 1.45512
H 1.44083 -2.69481 2.87773
H 1.44356 -4.66969 1.19921
H 2.41341 -2.63518 -0.81821
H 0.82654 -3.40472 -0.98171
H 2.33741 -4.28638 -1.16374
H 3.27207 -4.03916 2.21396
C -0.54169 2.69343 3.57732
C -1.10219 1.46688 4.36409
C -0.20827 0.23841 4.17842
O -1.11392 1.79780 5.69205
H -1.16406 3.58560 3.50818
H -0.36729 2.34882 2.55805
H 0.45260 2.96210 3.93410
H -2.10219 1.14760 4.07056
H -0.54661 -0.58782 4.80370
H 0.81336 0.55774 4.38433
H -0.26401 -0.10294 3.14475
H -1.84327 2.38986 5.88985
C -3.56343 -1.22822 -1.48567
O -2.41860 -1.68370 -2.11033
H -4.47914 -1.60396 -1.94217
H -3.57808 -1.44299 -0.41714
H -3.63763 -0.15754 -1.67608
H -1.76800 -0.97899 -2.15168
C 2.03726 3.25634 -3.86229
O 1.69680 1.93753 -4.22493
H 2.58529 3.24722 -2.92012
H 2.67431 3.81731 -4.54608
H 1.16147 3.87830 -3.67718
H 1.16430 1.54832 -3.52739
C 0.82138 -2.59210 -4.11149
O 1.33373 -1.28456 -4.27157
H 0.35053 -2.96954 -5.01920
H 1.59125 -3.28832 -3.77880
H 0.04025 -2.58875 -3.35128
H 0.95198 -0.80847 -3.53049
C -1.55968 3.59784 -2.98296
O -2.30100 2.48380 -2.54794
H -2.19608 4.47927 -3.06166
H -0.78194 3.90039 -2.28176
H -1.04033 3.39017 -3.91850
H -1.68622 1.75344 -2.44689
C -2.51291 0.31379 -5.21639
O -1.08575 0.22900 -5.25390
H -2.73649 1.26175 -4.72703
H -2.97323 0.22200 -6.20014
H -2.95744 -0.41272 -4.53618
H -0.88795 0.39595 -4.32946
C 4.50208 0.04945 -4.78065
O 4.12731 -0.56666 -6.00580
H 3.79594 -0.26882 -4.01372
H 5.49815 -0.31997 -4.53682
H 4.52308 1.11498 -5.00934
H 4.56847 -1.41846 -6.04352
*
```

# C24H72CaN6O10P

A structure of composition C24H72CaN6O10P (ωB97M-V with the def2-TZVPD basis set, the Open Molecules 2025 dataset).

Energy, Eh: -3055.62756
HOMO energy, hartree: -0.7331
LUMO energy, eV: -15.189
Kohn-Sham gap, eV: 4.759
ΔE to the lowest compared entry with this formula, charge and spin, eV: 6.278

```
! wB97M-V def2-TZVPD RIJCOSX def2/J DEFGRID3
* xyz 5 1
Ca -1.99929 -2.15192 -0.55689
P -0.52945 0.25600 -0.44173
O -0.10596 -1.16435 0.05243
O 0.07583 0.55799 -1.84919
O -0.19080 1.33590 0.58274
O -2.01145 0.03609 -0.79002
C 2.46064 1.74431 3.42744
C 2.67814 0.48147 2.60602
C 3.66218 -0.53968 3.29644
O 3.67713 -1.86462 2.74081
C 4.57537 -2.70325 3.50099
N 1.32032 -0.22607 2.32197
H 0.62347 0.37988 1.91292
H 1.18442 -0.98159 1.66560
H 0.94479 -0.53127 3.20850
H 1.96410 2.53678 2.86749
H 3.45426 2.17307 3.55774
H 1.87782 1.54850 4.32749
H 3.06331 0.80288 1.63833
H 3.37995 -0.64362 4.34413
H 4.65563 -0.11561 3.44250
H 5.62687 -2.57452 3.24433
H 4.19989 -3.68427 3.20991
H 4.38332 -2.60228 4.56917
C -0.80936 4.54086 -0.25221
C 0.69412 4.58273 -0.61498
C 1.51547 5.17526 0.56491
O 2.89974 5.40062 0.18044
C 3.22345 6.58371 -0.47496
N 1.18245 3.09966 -0.92383
H 2.18264 3.23428 -0.88389
H 0.85761 2.41773 -0.25334
H 0.76841 2.61473 -1.70711
H -0.97461 4.00616 0.68315
H -1.45959 4.14287 -1.03125
H -1.16707 5.53556 0.01370
H 0.77932 5.25439 -1.46921
H 1.45293 4.41199 1.34054
H 0.97699 6.05366 0.92066
H 2.99595 7.50599 0.05960
H 2.76462 6.76404 -1.44711
H 4.27892 6.53244 -0.74226
C -2.43677 3.11056 3.23100
C -3.41301 2.18235 2.47296
C -4.29676 2.92323 1.38032
O -5.17406 2.06179 0.63278
C -5.88316 2.90630 -0.36278
N -2.56856 1.06462 1.86755
H -3.00046 0.54333 1.11800
H -1.74824 1.48184 1.45150
H -2.32187 0.41832 2.60344
H -1.71528 3.61229 2.58616
H -1.82022 2.61385 3.98017
H -2.92206 3.99062 3.65299
H -4.05511 1.69774 3.20846
H -3.64890 3.50284 0.72274
H -4.86549 3.72409 1.85283
H -6.56401 2.22442 -0.87229
H -5.16128 3.31899 -1.06753
H -6.59053 3.63738 0.02869
C -0.40694 -3.54285 3.15443
C -0.08528 -4.41167 1.96012
C 1.02573 -5.47151 2.29407
O 1.32513 -6.06327 1.04685
C 2.33037 -7.01502 1.14833
N -1.37496 -5.08144 1.56358
H -2.10678 -4.70712 2.15045
H -1.65158 -4.91742 0.60615
H -1.28527 -6.07240 1.73696
H -1.00883 -2.79853 2.63308
H 0.50508 -3.06454 3.51156
H -0.85625 -4.05658 4.00431
H 0.09445 -3.85635 1.03956
H 0.76214 -6.18164 3.07787
H 2.00194 -5.13102 2.63927
H 3.16041 -6.36429 1.42344
H 2.71635 -7.36261 0.19005
H 2.05019 -7.77491 1.87783
C -2.49679 2.35202 -3.41259
C -3.11117 0.93123 -3.64060
C -3.97710 0.90521 -4.96209
O -4.77914 -0.27757 -5.07623
C -5.55927 -0.17541 -6.28470
N -1.99485 -0.07411 -3.59626
H -1.51586 -0.20998 -4.47502
H -1.31788 0.08581 -2.86398
H -2.29768 -1.02508 -3.44116
H -2.05286 2.34540 -2.41711
H -3.12782 3.23640 -3.32442
H -1.62475 2.62728 -4.00578
H -3.58355 0.60084 -2.71550
H -3.36672 1.09765 -5.84442
H -4.70538 1.71590 -4.93971
H -5.72472 0.83313 -6.66360
H -6.57935 -0.50483 -6.08716
H -5.31199 -0.71599 -7.19834
C 3.59612 -0.51234 -1.47628
C 2.92203 -1.89106 -1.92098
C 2.76546 -2.95454 -0.78659
O 2.48379 -4.25773 -1.38815
C 3.61622 -5.01960 -1.72997
N 1.55517 -1.55321 -2.54752
H 0.88418 -2.29523 -2.40870
H 1.12659 -0.79377 -2.03796
H 1.54420 -1.39628 -3.54519
H 3.72007 0.20894 -2.28405
H 4.60936 -0.60948 -1.08641
H 2.99474 0.00080 -0.72586
H 3.48508 -2.39890 -2.70403
H 2.00140 -2.80471 -0.02380
H 3.61157 -2.94784 -0.09945
H 4.36153 -5.05388 -0.93533
H 4.18413 -4.54251 -2.52870
H 3.52234 -5.99390 -2.20957
*
```

# C24H72N4O14

A cluster of 10 separate species, C24H72N4O14 in total (ωB97M-V with the def2-TZVPD basis set, the Open Molecules 2025 dataset).

Energy, Eh: -2229.78604
HOMO energy, hartree: -0.3147
Structure (SMILES): COCCNCCOC.COCCNCCOC.COCCNCCOC.COCCNCCOC.O.O.O.O.O.O
LUMO energy, eV: 0.613
Kohn-Sham gap, eV: 9.178
ΔE to the lowest compared entry with this formula, charge and spin, eV: 1.228

```
! wB97M-V def2-TZVPD RIJCOSX def2/J DEFGRID3
* xyz 0 1
C 0.50480 2.68278 -4.31575
O -0.62407 2.15404 -4.91212
C -1.80686 2.15469 -4.10147
C -1.62708 1.33757 -2.84918
N -1.18462 -0.04413 -3.08390
C -2.31571 -1.03722 -3.24304
C -1.91601 -2.36346 -2.67620
O -0.92818 -2.93805 -3.52883
C -0.36983 -4.13195 -2.97602
H 1.13057 3.06024 -5.12653
H 1.11661 2.01072 -3.68442
H 0.29181 3.51913 -3.60338
H -2.58923 1.78730 -4.72647
H -2.02197 3.21193 -3.78564
H -2.59983 1.23695 -2.33935
H -0.93828 1.88986 -2.17205
H -0.58336 -0.04885 -3.90280
H -2.56821 -1.09320 -4.28709
H -3.18245 -0.62924 -2.80450
H -2.71809 -3.13349 -2.53945
H -1.48027 -2.07912 -1.66264
H 0.54538 -4.27261 -3.60174
H -1.09753 -4.95987 -2.95231
H -0.11311 -4.00019 -1.91684
C 1.85519 -0.60051 7.94906
O 0.78299 -1.11615 7.17399
C -0.12372 -0.09776 6.90693
C -1.29781 -0.62613 6.13499
N -0.82486 -1.15908 4.86381
C -1.75414 -2.16813 4.34336
C -2.68514 -1.64055 3.27527
O -3.25599 -0.45788 3.80411
C -4.55799 -0.11229 3.26191
H 2.70730 -1.22561 7.92137
H 1.61168 -0.56500 8.97803
H 2.10215 0.42130 7.53376
H 0.36775 0.62647 6.29664
H -0.40771 0.52279 7.81284
H -2.08236 0.12482 5.84860
H -1.76305 -1.38044 6.75599
H 0.08305 -1.62951 5.03556
H -2.35675 -2.62403 5.12522
H -1.19485 -2.91416 3.89749
H -3.51659 -2.33701 3.06760
H -2.28084 -1.39188 2.25283
H -4.43830 0.22552 2.22651
H -4.89670 0.71792 3.88924
H -5.27178 -0.97583 3.33666
C 3.09073 -2.79139 -0.58010
O 3.16593 -3.74066 -1.66071
C 3.97389 -3.24995 -2.75103
C 3.13290 -2.25715 -3.57503
N 3.87325 -1.58779 -4.60791
C 3.23247 -0.36924 -5.17168
C 1.82783 -0.59573 -5.66985
O 1.88096 -1.34357 -6.87144
C 0.70775 -1.38104 -7.63778
H 4.08968 -2.38374 -0.29626
H 2.69336 -3.31081 0.28234
H 2.39209 -1.97331 -0.81007
H 4.19706 -4.13006 -3.39556
H 4.84457 -2.79081 -2.36422
H 2.77371 -1.54721 -2.78269
H 2.27363 -2.79898 -3.96688
H 3.94174 -2.27058 -5.38126
H 3.89782 0.06885 -5.93468
H 3.13518 0.36101 -4.34111
H 1.33099 0.37227 -5.87392
H 1.20374 -1.07491 -4.86874
H 0.75751 -2.31019 -8.15795
H 0.75074 -0.51579 -8.26800
H -0.26332 -1.36092 -7.15833
C -3.08302 3.94098 4.29476
O -2.11539 4.09284 3.25227
C -2.58715 4.47043 2.03059
C -1.43613 4.68619 1.08673
N -0.62954 3.40909 0.79180
C 0.54256 3.67427 -0.02507
C 1.72574 2.85842 0.49227
O 2.33883 2.16149 -0.61100
C 3.36650 1.23125 -0.16879
H -3.76947 3.16900 4.09919
H -3.65028 4.81932 4.48259
H -2.51559 3.64062 5.18219
H -3.20293 5.41100 2.02689
H -3.30717 3.59020 1.69378
H -0.73316 5.37437 1.56587
H -1.86924 4.95368 0.06180
H -0.38490 2.99407 1.66413
H 0.86002 4.70383 0.04317
H 0.43938 3.40989 -1.06847
H 1.24911 2.16702 1.18681
H 2.46416 3.40280 1.02741
H 3.86537 1.73526 0.63984
H 4.10771 1.11339 -0.94110
H 2.96438 0.31715 0.28113
O 1.73387 -2.59258 2.98984
H 2.42521 -2.09004 3.49091
H 1.60281 -2.00220 2.24750
O -0.24674 0.98814 3.24259
H -1.07456 1.46480 3.05502
H -0.50728 0.19012 3.75518
O -2.50262 1.26262 0.58677
H -1.78438 0.62402 0.41768
H -2.14577 2.17569 0.62565
O 0.86053 -0.73458 1.40084
H 0.67985 -0.66451 0.42398
H 0.36038 -0.02586 1.83293
O 0.10995 -3.63918 0.67369
H 0.55007 -3.79940 1.54483
H 0.68133 -2.97011 0.33886
O 0.73336 -0.45108 -1.36338
H 1.34610 0.33381 -1.41482
H -0.09215 -0.34523 -1.99404
*
```

Question: What is the energy in the fourth record?
Answer: -2229.78604 Eh